Entry 1:
Here is a structure of composition C26H48B2BrCl5F3K2MgN7O17P2 in a non-equilibrium geometry from OMol25. Energies are from ωB97M-V with the def2-TZVPD basis set.

Structure (XYZ):
```
114
C26H48B2BrCl5F3K2MgN7O17P2, DFT ωB97M-V with the def2-TZVPD basis set
C -2.55 0.06 6.03
C -1.99 1.15 4.90
N -2.75 1.12 3.59
N -1.99 0.64 2.54
C -0.95 1.38 1.97
C -0.48 2.92 2.43
C -1.72 4.00 2.11
O -2.49 3.90 1.00
N -2.02 5.10 3.12
C -3.30 4.80 3.90
C -2.28 6.44 2.44
C -0.25 0.46 0.76
C -0.40 1.31 -0.64
B 0.10 0.52 -1.99
O -0.74 -0.58 -2.58
O 1.38 0.80 -2.72
B 1.32 0.51 1.25
O 1.53 0.27 2.72
O 2.50 0.81 0.44
C -1.09 -0.99 0.89
P 0.04 -2.52 0.92
O 1.04 -2.51 -0.35
O 1.04 -2.72 2.32
O -0.84 -4.06 0.75
C -2.31 -0.74 1.92
C -3.52 -0.24 0.87
P -4.44 -1.66 0.01
O -4.60 -1.27 -1.54
O -3.68 -3.22 0.08
O -6.09 -1.77 0.66
C -2.98 -1.82 2.90
C -4.53 -1.58 3.48
C -5.33 -2.58 4.49
N -4.70 -3.84 4.97
C -3.30 -4.08 4.50
C -2.34 -3.20 3.52
H -1.74 0.02 6.90
H -3.54 0.47 6.56
H -2.69 -1.00 5.55
H -2.21 2.22 5.39
H -0.81 1.11 4.78
H -3.23 2.02 3.37
H 0.43 3.32 1.82
H -0.31 2.98 3.59
H -3.09 4.21 4.90
H -3.98 4.14 3.20
H -3.93 5.79 4.11
H -1.36 6.81 1.81
H -3.27 6.34 1.82
H -2.45 7.22 3.32
H -1.49 1.72 -0.83
H 0.32 2.26 -0.52
H -0.32 -1.46 -2.32
H 1.90 1.53 -2.26
H 2.39 -0.28 2.81
H 2.62 1.81 0.48
H -1.62 -1.12 -0.17
H 2.01 -2.62 2.09
H -0.42 -4.76 1.33
H -4.32 0.44 1.42
H -3.09 0.46 0.01
H -4.43 -3.87 0.24
H -6.12 -2.63 1.21
H -5.12 -0.60 3.16
H -6.42 -2.32 4.87
H -2.80 -5.08 4.92
H -1.25 -3.50 3.26
Cl -5.91 0.04 -5.84
C -5.06 -1.41 -5.27
C -3.66 -1.53 -5.87
Cl -3.71 -1.88 -7.61
H -5.67 -2.29 -5.51
H -4.99 -1.33 -4.18
H -3.13 -2.36 -5.39
H -3.08 -0.62 -5.71
C 4.97 -0.64 -0.85
C 5.91 -1.56 -0.08
O 7.21 -1.58 -0.68
C 8.00 -0.47 -0.45
O 7.64 0.49 0.23
C 9.36 -0.63 -1.11
F 9.28 -1.01 -2.41
F 10.13 -1.56 -0.48
F 10.09 0.53 -1.10
H 4.93 -0.93 -1.90
H 3.96 -0.68 -0.43
H 5.31 0.40 -0.82
H 5.53 -2.58 -0.12
H 5.97 -1.28 0.98
N 4.78 2.57 2.13
O 5.61 1.65 2.18
O 4.15 2.78 1.08
O 4.58 3.28 3.13
K 0.17 6.02 1.01
C 0.16 -2.89 -9.29
O 0.04 -1.67 -9.32
N -0.82 -3.70 -8.86
N 1.29 -3.52 -9.67
H -0.74 -4.71 -8.83
H -1.68 -3.27 -8.56
H 2.05 -2.94 -10.00
H 1.41 -4.52 -9.65
Cl 5.97 3.64 -1.70
C 6.92 2.81 -2.96
C 6.07 2.41 -4.15
Cl 4.92 1.11 -3.74
H 7.41 1.95 -2.50
H 7.69 3.52 -3.28
H 6.70 2.02 -4.95
H 5.49 3.25 -4.54
Cl -7.84 -1.42 4.11
K -2.86 -2.33 7.04
Br -7.49 -2.30 -0.77
Mg 7.91 -3.29 -1.77
```

Computed properties:
Kohn-Sham gap	0.97	eV
spin multiplicity	1
LUMO energy	-0.302	Ha
total charge	+2



Entry 2:
Here is a structure of composition C39H34ClN3SSi2Tc in a non-equilibrium geometry from OMol25. Energies are from ωB97M-V with the def2-TZVPD basis set.

Structure (XYZ):
```
81
C39H34ClN3SSi2Tc, DFT ωB97M-V with the def2-TZVPD basis set
C -1.32 -1.23 1.02
C -2.08 -0.62 -0.04
C -1.91 -1.43 -1.21
H -2.68 0.28 0.04
C -1.03 -2.52 -0.89
C -0.68 -2.40 0.50
H -0.09 -3.11 1.07
H -1.33 -0.92 2.06
H -2.33 -1.22 -2.19
H -0.71 -3.29 -1.57
Tc -0.03 -0.70 -0.53
Si -0.73 -0.32 -6.66
C -0.06 1.27 -7.44
C 1.27 1.30 -7.88
H 1.89 0.40 -7.82
C 1.76 2.46 -8.48
H 2.80 2.47 -8.83
C 0.90 3.55 -8.66
H 1.28 4.46 -9.11
C -0.47 3.46 -8.35
H -1.18 4.26 -8.60
C -0.96 2.29 -7.75
H -2.03 2.14 -7.57
C 0.27 -1.51 -7.72
C -0.33 -1.93 -8.92
H -1.27 -1.49 -9.24
C 0.30 -2.88 -9.74
H -0.17 -3.18 -10.68
C 1.52 -3.45 -9.35
H 1.96 -4.27 -9.94
C 2.16 -2.98 -8.20
H 3.13 -3.39 -7.90
C 1.57 -1.96 -7.44
H 2.15 -1.50 -6.63
H -2.15 -0.39 -7.07
Si 2.16 1.35 -4.15
C 1.16 -0.28 -4.48
C -0.34 -0.41 -4.79
H -0.99 0.35 -4.36
C -0.97 -1.73 -4.71
H -2.06 -1.79 -4.89
C -0.22 -2.81 -4.31
H -0.70 -3.79 -4.20
C 1.13 -2.68 -3.99
H 1.68 -3.55 -3.63
C 1.81 -1.47 -4.18
H 2.90 -1.49 -4.11
C 0.74 2.57 -4.19
C -0.34 2.27 -3.36
H -0.33 1.32 -2.79
C -1.45 3.11 -3.29
H -2.30 2.82 -2.67
C -1.48 4.27 -4.07
H -2.36 4.91 -4.05
C -0.39 4.59 -4.89
H -0.42 5.50 -5.49
C 0.71 3.73 -4.98
H 1.52 3.92 -5.68
H 3.34 1.92 -4.71
Cl 2.60 1.10 -2.07
N 2.52 1.09 2.24
C 1.48 2.00 2.48
C 1.44 3.05 3.37
C 0.26 3.82 3.38
C -0.83 3.46 2.56
C -0.77 2.36 1.69
C 0.42 1.64 1.64
N 0.84 0.50 0.92
C 2.10 0.22 1.28
C 2.67 -0.96 0.72
C 3.86 -1.63 0.94
S 3.90 -3.08 -0.01
C 2.33 -2.73 -0.65
N 1.78 -1.60 -0.13
H 3.44 1.06 2.67
H 2.28 3.27 4.03
H 0.16 4.70 4.02
H -1.76 4.03 2.62
H -1.59 2.04 1.05
H 4.62 -1.27 1.62
H 1.83 -3.36 -1.39
```

Computed properties:
Kohn-Sham gap (spin up / spin down)	4.55 / 4.59	eV
spin multiplicity	4
<S²>	3.80
LUMO energy (spin up / spin down)	-0.249 / -0.284	Ha
total charge	+2



Calculated E_tot (eV), listed in the same order as above: -271779.35500, -86761.26288
Calculated energy relative to the best compared isomer or geometry (same formula, charge and spin) (eV), listed in the same order as above: 19.0677, 0.0000